A 7-piece molecular cluster, C25H54NO10PSi overall, computed with wB97M-V/def2-TZVPD.

```
92
Properties=species:S:1:pos:R:3:forces:R:3
C 5.368 -1.441 0.441 0.031 0.018 0.004
C 3.997 -2.105 0.374 -0.012 -0.052 0.000
O 3.422 -1.889 -0.915 0.029 0.073 0.057
Si 1.818 -2.177 -1.177 -0.091 -0.047 -0.015
C 0.740 -0.912 -0.330 -0.051 0.142 -0.030
C -0.733 -0.906 -0.806 0.110 -0.010 0.037
C -1.802 -1.522 0.114 0.031 -0.010 -0.051
C -1.389 -2.642 1.045 -0.092 0.012 0.122
O -2.467 -2.774 1.995 -0.109 -0.181 -0.150
C -2.220 -3.558 3.070 0.164 0.123 0.303
O -2.502 -4.711 3.152 -0.096 -0.094 -0.103
P 1.296 -4.296 -0.489 0.170 -0.087 -0.202
N 2.618 -5.073 -1.218 -0.150 -0.166 0.127
O 0.084 -4.659 -1.607 -0.131 0.099 0.099
H 6.148 -2.150 0.716 0.010 -0.005 0.003
H 5.391 -0.622 1.159 -0.007 0.027 -0.014
H 5.609 -1.035 -0.541 0.020 -0.025 0.002
H 3.335 -1.697 1.146 0.013 -0.012 -0.004
H 4.073 -3.183 0.542 0.015 0.018 -0.003
H 1.614 -2.045 -2.643 0.020 -0.054 0.009
H 1.195 0.042 -0.625 -0.068 0.023 0.061
H 0.813 -0.953 0.760 0.038 -0.004 -0.021
H -0.803 -1.344 -1.809 0.027 -0.048 0.036
H -1.000 0.138 -0.937 -0.152 -0.021 -0.200
H -2.230 -0.740 0.744 0.107 -0.013 0.098
H -2.626 -1.896 -0.498 -0.062 0.088 0.018
H -0.465 -2.417 1.586 -0.005 0.016 -0.022
H -1.267 -3.602 0.536 0.054 0.026 0.021
H -1.776 -2.997 3.912 0.056 0.019 -0.116
H 2.686 -5.008 -2.226 0.088 0.085 0.015
H 2.704 -6.038 -0.929 0.081 0.039 -0.045
H -0.560 -3.951 -1.715 -0.027 -0.024 -0.052
C -5.807 -0.044 5.463 0.054 0.053 -0.022
C -4.940 -0.680 4.405 -0.065 -0.042 0.043
C -5.388 -2.030 3.906 0.077 0.021 -0.090
O -3.926 -0.149 4.007 -0.019 0.011 -0.026
H -5.385 0.910 5.768 -0.007 -0.003 0.002
H -6.817 0.106 5.076 -0.017 -0.025 0.014
H -5.880 -0.716 6.322 -0.014 -0.012 -0.007
H -6.389 -1.958 3.477 -0.034 -0.003 0.067
H -5.438 -2.726 4.747 -0.031 -0.005 -0.002
H -4.703 -2.400 3.148 -0.008 0.018 -0.002
C 0.985 3.662 -2.888 -0.061 -0.032 0.047
C -0.367 3.143 -2.485 0.070 0.013 0.030
C -1.562 4.033 -2.702 -0.075 -0.045 0.022
O -0.493 2.046 -1.984 -0.009 -0.050 0.060
H 1.749 2.930 -2.637 0.021 0.021 -0.029
H 1.024 3.872 -3.957 -0.021 0.025 0.005
H 1.197 4.603 -2.378 -0.002 0.022 -0.034
H -1.655 4.306 -3.754 0.053 0.024 0.000
H -1.442 4.957 -2.134 0.018 0.035 -0.038
H -2.465 3.523 -2.373 -0.022 0.046 -0.011
C 4.605 4.224 -6.630 0.044 -0.013 0.020
C 3.500 4.974 -5.933 0.079 -0.184 -0.015
C 2.702 5.957 -6.755 0.005 0.018 0.072
O 3.258 4.772 -4.764 -0.094 0.157 0.016
H 5.067 3.531 -5.934 0.028 -0.020 -0.034
H 4.209 3.658 -7.474 -0.010 0.032 -0.024
H 5.355 4.916 -7.020 -0.042 0.034 -0.027
H 2.240 5.445 -7.601 0.015 -0.003 -0.009
H 3.363 6.723 -7.163 0.003 -0.007 -0.019
H 1.935 6.422 -6.141 0.004 0.000 -0.005
C -4.588 1.610 0.927 -0.087 -0.004 -0.029
C -4.077 2.883 0.302 0.080 -0.001 0.028
C -2.796 3.445 0.873 -0.014 0.026 -0.066
O -4.652 3.428 -0.612 -0.007 -0.030 -0.007
H -5.507 1.300 0.435 0.006 -0.001 -0.004
H -3.840 0.819 0.844 0.002 0.033 0.008
H -4.767 1.754 1.994 0.041 0.005 0.007
H -1.992 2.715 0.760 0.008 -0.008 0.022
H -2.915 3.649 1.938 0.009 -0.050 0.014
H -2.534 4.362 0.350 0.004 -0.002 0.012
C 4.678 -0.627 -4.240 -0.010 0.053 -0.066
C 5.515 0.451 -4.883 -0.085 -0.034 0.048
C 6.762 0.868 -4.139 0.004 0.029 -0.052
O 5.202 0.962 -5.934 0.041 -0.001 0.012
H 3.811 -0.841 -4.859 0.002 -0.004 0.003
H 5.272 -1.533 -4.109 -0.001 -0.001 0.040
H 4.351 -0.310 -3.247 0.020 -0.039 0.022
H 7.421 0.008 -4.004 -0.006 -0.008 0.018
H 6.496 1.233 -3.145 -0.004 -0.012 0.010
H 7.282 1.646 -4.691 0.002 -0.003 0.007
C -2.760 -3.635 8.859 -0.066 -0.012 0.005
C -3.496 -2.792 7.849 0.034 -0.012 0.004
C -2.668 -1.886 6.970 -0.162 -0.095 0.065
O -4.701 -2.834 7.738 0.003 -0.001 -0.002
H -3.465 -4.238 9.424 0.008 0.002 0.001
H -2.044 -4.283 8.350 0.014 0.011 -0.003
H -2.193 -2.994 9.537 0.017 0.001 -0.010
H -1.947 -2.472 6.397 0.010 0.008 0.012
H -2.107 -1.172 7.575 0.008 -0.007 -0.001
H -3.342 -1.361 6.302 0.175 0.116 -0.083
```
Positions in Å, forces in eV/Å.

Computed properties:
SMILES: CCO[Si@H](CCCCOC=O)P(N)O.CC(C)=O.CC(C)=O.CC(C)=O.CC(C)=O.CC(C)=O.CC(C)=O
Orbital gap (eV): 8.7625
Largest force on an atom (Eh/bohr): 0.00712
Lowest unoccupied orbital energy (Eh): 0.0227
HOMO level (eV): -8.14
Molecular weight (g mol⁻¹): 587.76

Löwdin atomic charge list, values in e, 5 entries: -0.064 -0.315 -0.317 0.445 -0.291